Run w
{"formula": "C3H10O4", "method": "ωB97M-V/def2-TZVPD", "symbols": ["O", "C", "O", "C", "C", "H", "H", "H", "H", "H", "H", "H", "H", "O", "H", "H", "O"], "positions_angstrom": [[-0.9692, 2.2303, -0.2942], [-0.3034, 1.2334, -0.2834], [0.3221, 0.8152, -1.4108], [-0.3592, 0.1445, 0.7476], [-1.3623, -0.9358, 0.3301], [-0.0128, 1.4110, -2.0954], [-0.7143, 0.6116, 1.6566], [0.5842, -0.3207, 1.0182], [-1.6856, -0.8238, -0.7018], [-2.3220, -0.8562, 0.8444], [-0.9992, -1.9500, 0.4615], [5.7481, -2.1857, -1.1581], [6.5404, -2.9114, -0.0660], [6.5257, -2.1105, -0.5980], [-4.3641, 2.2217, 0.6784], [-2.9006, 1.9162, 0.2929], [-3.7279, 1.5103, 0.5782]], "homo_ha": -0.403, "smiles": "CCC(=O)O.O.O", "total_charge": 0, "gap_ev": 11.56}

***

Run x
{"formula": "C3H10O4", "method": "ωB97M-V/def2-TZVPD", "symbols": ["O", "C", "O", "C", "C", "H", "H", "H", "H", "H", "H", "H", "H", "O", "H", "H", "O"], "positions_angstrom": [[-1.6469, -0.0408, 0.7698], [-0.7689, 0.1587, -0.0130], [-0.9497, 1.2695, -0.8584], [0.5785, -0.3629, -0.4115], [1.2592, -1.4361, 0.4878], [-1.8313, 1.6617, -0.6760], [1.2436, 0.4537, -0.5815], [0.4566, -0.6605, -1.4722], [2.3124, -1.1392, 0.5917], [1.2630, -2.4359, -0.0024], [0.7491, -1.3624, 1.4673], [-1.1089, 0.5995, -3.0521], [0.1538, 0.5405, -3.9768], [-0.5027, 0.0087, -3.5103], [-1.0692, 1.2804, 3.8263], [0.3594, 0.9278, 3.8178], [-0.4978, 0.5372, 3.5936]], "homo_ha": -0.384, "smiles": "CCC(=O)O.O.O", "total_charge": 0, "gap_ev": 11.04}

***

Relative to the most stable structure, the computed energies are run w 0.000; run x 0.378, all in eV.

***

Run w
{"formula": "C8H8N4O", "method": "ωB97M-V/def2-TZVPD", "symbols": ["C", "C", "C", "C", "C", "C", "C", "C", "H", "H", "H", "H", "H", "H", "H", "H", "N", "N", "N", "N", "O"], "positions_angstrom": [[2.4706, -2.0445, 0.1613], [1.6223, 0.0328, -0.2471], [1.7376, 1.4413, -0.2534], [0.7176, 2.2890, -0.2064], [-0.6081, 1.8279, -0.2731], [-0.6885, 0.3953, -0.0936], [0.3436, -0.5149, -0.1818], [-2.8872, 0.1159, 0.8488], [1.8868, -2.4886, -0.6231], [1.9359, -2.2923, 1.1235], [3.5108, -2.4850, 0.2933], [2.7206, 1.7620, -0.2453], [1.0095, 3.2519, -0.0037], [-1.5264, 2.3436, -0.3135], [0.0641, -1.5500, -0.0180], [-2.6134, 0.6074, 1.7962], [-1.9211, -0.2623, -0.0292], [-4.0785, -0.2667, 0.4433], [-3.8671, -0.7402, -0.8299], [-2.5792, -0.7793, -1.1245], [2.7500, -0.6431, -0.2239]], "homo_ha": -0.331, "smiles": "COc1cccc(-n2cnnn2)c1", "total_charge": 0, "gap_ev": 9.62}

***

Run x
{"formula": "C8H8N4O", "method": "ωB97M-V/def2-TZVPD", "symbols": ["C", "C", "C", "C", "C", "C", "C", "C", "N", "N", "N", "N", "O", "H", "H", "H", "H", "H", "H", "H", "H"], "positions_angstrom": [[-3.8720, 0.2770, 0.0204], [-3.0552, 1.3582, -0.1666], [-3.2803, -1.0072, 0.2643], [-1.6753, 1.2218, -0.0304], [-1.9587, -1.1621, 0.3963], [-1.1221, -0.0681, 0.1196], [2.2035, 0.3102, -0.1509], [4.5299, -0.1764, 0.0515], [1.0418, 0.8514, -0.1084], [0.8065, -1.3333, 0.0586], [3.6683, 0.9690, 0.1443], [0.2837, -0.1902, -0.0081], [2.1721, -1.0370, -0.0481], [-4.9844, 0.3043, -0.0508], [-3.3289, 2.3159, -0.4227], [-3.9141, -1.7598, 0.6420], [-1.1599, 2.1314, -0.2239], [-1.4893, -2.1191, 0.3506], [5.6322, 0.0289, 0.2457], [4.5493, -0.5582, -0.9308], [4.2710, -1.1083, 0.6799]], "homo_ha": [-0.266, -0.268], "total_charge": 0, "gap_ev": [6.10, 6.18]}

***

Relative to the most stable structure, the computed energies are run w 0.000; run x 3.641, all in eV.

***

Run w
{"formula": "C3H3I3", "method": "ωB97M-V/def2-TZVPD", "symbols": ["C", "C", "C", "I", "I", "I", "H", "H", "H"], "positions_angstrom": [[0.1459, -0.4122, -0.0766], [1.2785, 0.4298, 0.0971], [-1.2664, -0.0441, 0.0451], [0.5921, -2.5053, -0.0432], [3.1986, -0.1599, -0.0488], [0.9289, 2.5402, -0.0714], [-1.8807, -0.1553, 0.9481], [-1.6949, -0.7913, -0.6741], [-1.3020, 1.0981, -0.1762]], "homo_ha": -0.320, "total_charge": 0, "gap_ev": 8.50}

***

Run x
{"formula": "C3H3I3", "method": "ωB97M-V/def2-TZVPD", "symbols": ["C", "C", "C", "I", "I", "I", "H", "H", "H"], "positions_angstrom": [[-0.4311, 0.1903, -0.3610], [-0.5119, 0.2462, 1.3606], [0.7596, -0.4359, -0.9599], [-1.6800, 1.4464, -1.4129], [-2.0838, 1.2873, 2.2124], [0.7235, -0.9435, 2.5067], [0.5581, -0.7262, -1.9884], [1.0574, -1.3193, -0.3952], [1.6082, 0.2547, -0.9624]], "homo_ha": [-0.292, -0.294], "total_charge": 0, "gap_ev": [7.72, 7.64]}

***

Relative to the most stable structure, the computed energies are run w 0.000; run x 1.414, all in eV.

***

Run w
{"formula": "H13O6S", "method": "ωB97M-V/def2-TZVPD", "symbols": ["S", "H", "H", "H", "O", "H", "H", "O", "H", "H", "O", "H", "H", "O", "H", "H", "O", "H", "H", "O"], "positions_angstrom": [[2.7854, -1.1081, 0.3957], [2.8354, -1.3343, 1.7049], [-0.4303, -0.1518, -1.3377], [-0.7063, -1.7475, -1.5674], [-1.0115, -0.8529, -1.7158], [0.4996, 1.2568, 0.3892], [1.4407, 0.2664, -0.1788], [0.7420, 0.9420, -0.5020], [-2.3593, -0.9993, -0.5651], [-3.8270, -0.3541, -0.3480], [-3.1248, -0.8723, 0.0401], [0.5652, 1.2036, 2.8607], [-0.9320, 0.9641, 2.5315], [-0.2076, 1.6180, 2.4503], [3.0051, 0.5940, -3.8560], [4.4501, 0.6438, -3.5090], [3.8402, 0.9323, -4.1996], [-2.3285, -0.6763, 3.1506], [-2.7465, -0.3813, 1.7060], [-2.4898, 0.0569, 2.5505]], "homo_ha": -0.132, "total_charge": -1, "gap_ev": 6.80}

***

Run x
{"formula": "H13O6S", "method": "ωB97M-V/def2-TZVPD", "symbols": ["S", "H", "H", "H", "O", "H", "H", "O", "H", "H", "O", "H", "H", "O", "H", "H", "O", "H", "H", "O"], "positions_angstrom": [[1.3085, 0.3225, -0.4924], [2.4230, 0.9944, -0.8086], [-0.2584, 1.3678, -1.8454], [-1.6895, 1.1944, -2.2636], [-1.0653, 1.9141, -2.1744], [0.8101, -0.7107, 2.6407], [-0.1922, -1.7512, 1.8817], [0.5519, -1.6766, 2.5462], [-4.6213, 2.4521, -3.1330], [-4.4848, 1.2116, -2.2321], [-4.6851, 1.4492, -3.1180], [2.6181, 1.0698, 3.1092], [2.1547, 1.7025, 1.9187], [2.2255, 1.9673, 2.8272], [3.5422, -2.4365, 0.4863], [2.1118, -2.2346, -0.3165], [2.7928, -2.8770, 0.0835], [-0.7034, -0.7178, 0.1184], [-1.5847, -1.9579, 0.1101], [-1.2535, -1.2834, 0.6620]], "homo_ha": -0.161, "total_charge": -1, "gap_ev": 7.34}

***

Relative to the most stable structure, the computed energies are run w 0.000; run x 0.830, all in eV.